C18H33CsN5O3Te as an isolated structure, computed with the ωB97M-V functional and the def2-TZVPD basis.

```
61
Properties=species:S:1:pos:R:3:forces:R:3
Cs -0.215357 -0.401601 -0.251131 0.4 -0.5 -0.5
C 2.758890 1.032323 -2.635471 -0.1 0.0 0.0
O 2.511789 0.150260 -1.556451 0.1 0.0 0.0
C 3.591550 0.098337 -0.641772 0.1 0.1 -0.2
C 3.284895 -0.903641 0.439038 0.0 0.0 0.4
O 2.198472 -0.526091 1.275238 0.2 0.0 0.1
C 2.460997 0.495966 2.232913 0.2 -0.1 -0.1
C 1.616961 1.721260 1.988030 -0.2 0.1 0.1
O 0.244448 1.397013 2.142782 0.1 0.0 0.1
C -0.598974 2.532835 1.985576 0.1 -0.1 0.0
H 3.644652 0.728370 -3.199547 0.0 0.0 0.0
H 2.894458 2.059644 -2.279574 0.0 0.0 0.0
H 1.892439 0.989450 -3.293771 0.0 0.0 0.0
H 3.770275 1.094708 -0.214754 0.0 0.0 0.0
H 4.514039 -0.204842 -1.152926 0.0 0.0 0.0
H 4.185798 -1.063010 1.041167 0.0 0.0 0.0
H 3.006766 -1.861516 -0.001900 0.0 0.0 -0.1
H 3.516643 0.783747 2.201540 0.0 0.0 0.0
H 2.256828 0.087894 3.225257 -0.1 0.0 0.0
H 1.788735 2.123204 0.978887 0.0 0.0 0.0
H 1.899075 2.496163 2.711887 0.0 0.0 0.0
H -0.368281 3.288027 2.742079 0.0 0.0 0.0
H -1.625155 2.192511 2.112178 0.0 0.0 0.0
H -0.485051 2.957254 0.984186 0.0 0.0 0.0
C -3.248185 3.502818 -3.953581 0.0 -0.1 0.1
N -2.161426 3.602083 -2.980410 0.1 0.0 0.0
C -0.953323 4.211072 -3.499580 0.0 0.0 -0.1
C -2.020342 2.674241 -1.971982 -0.2 -0.1 0.2
N -0.927434 2.182861 -1.522094 -0.1 0.3 -0.2
N -3.252996 2.388748 -1.361185 0.1 -0.1 0.0
C -3.627315 1.273171 -0.618530 0.1 0.3 -0.2
N -4.836582 1.465927 0.012996 0.0 -0.1 0.0
N -2.891455 0.231130 -0.551197 -0.9 0.1 0.1
H -3.685102 4.483719 -4.139482 0.0 0.0 0.0
H -4.020258 2.831271 -3.590750 0.0 0.0 0.0
H -2.880789 3.098175 -4.900788 0.0 0.0 0.0
H -1.229890 5.071691 -4.105553 0.0 0.0 0.0
H -0.379522 3.526893 -4.138340 0.0 0.0 0.0
H -0.317537 4.556663 -2.685891 0.0 0.0 0.0
H -0.157603 2.452261 -2.130101 0.0 0.0 0.0
H -3.900912 3.157377 -1.386092 0.0 0.0 0.0
H -5.451133 2.186003 -0.327973 0.0 0.0 0.0
H -5.314264 0.643940 0.342834 0.0 0.0 0.0
H -3.359229 -0.481212 0.008824 0.0 0.0 0.0
C -1.905808 -3.127488 3.980301 -0.1 0.0 0.1
Te -0.710233 -1.562905 3.189889 0.3 0.0 0.0
C -2.244832 -0.248003 3.865191 0.0 -0.1 0.1
C -3.081572 -1.068936 4.821457 0.0 0.1 0.0
C -4.024258 -0.457847 5.645945 0.0 0.0 0.0
C -4.788417 -1.205845 6.524412 0.0 -0.1 0.0
C -4.618035 -2.584874 6.585939 0.0 0.1 0.0
C -3.687246 -3.197926 5.766260 0.0 0.0 0.0
C -2.913814 -2.450179 4.880573 0.0 -0.1 0.0
H -1.265604 -3.813516 4.530183 -0.1 0.0 0.0
H -2.380096 -3.667405 3.163426 -0.1 0.0 0.1
H -2.825759 0.110069 3.015000 -0.1 0.0 0.0
H -1.774767 0.606521 4.347734 -0.1 0.0 0.1
H -4.154299 0.617620 5.608044 0.0 0.0 0.0
H -5.509463 -0.718997 7.167790 0.0 0.0 0.0
H -5.205309 -3.175721 7.276325 0.0 0.0 0.0
H -3.550789 -4.271789 5.815910 0.0 0.0 0.0
```
Positions in Å, forces in eV/Å.

Computed properties:
- Total charge: +1
- Energy relative to the best compared isomer or geometry (same formula, charge and spin): 0.000 eV
- Highest occupied orbital energy: -10.0 eV
- HOMO-LUMO gap: 7.87 eV